1.
# C6H14NO

A gas-phase ion, C6H14NO (charge +1) at a distorted geometry (ωB97M-V/def2-TZVPD, the OMol25 dataset).

Results
charge = +1
spin multiplicity = 3
largest force on an atom = 0.0896 Eh/bohr
HOMO level (alpha / beta) = -11.150 / -16.043 eV
relative energy (zero: lowest compared OMol25 entry of this formula, charge and spin) = 0.000 eV
LUMO energy (alpha / beta) = -2.9 / -7.5 eV
frontier orbital gap (alpha / beta) = 8.23 / 8.56 eV

Geometry as XYZ:
```
22
Properties=species:S:1:pos:R:3:forces:R:3:mulliken_spin:R:1
C -1.520 0.999 -0.228 -1.3 -2.1 -0.4 -0.053
C -2.596 -0.090 -0.363 1.0 0.2 -4.5 0.878
C 1.319 -1.092 0.896 -1.7 -3.6 1.4 0.004
C 0.980 -0.406 -1.361 -0.7 3.4 2.0 0.036
C 1.734 1.175 0.411 0.1 1.7 0.4 0.107
C 0.838 0.068 0.136 -0.9 -2.9 -2.1 -0.006
N -0.566 0.176 0.519 1.3 3.1 2.9 0.854
O -3.447 -0.411 0.545 -1.7 -0.2 3.1 0.167
H -1.107 1.146 -1.271 -0.5 0.3 1.5 0.025
H -1.906 1.922 0.307 0.7 -1.1 -0.4 0.040
H -2.444 -0.852 -1.149 0.1 0.8 0.2 0.008
H 0.715 -2.013 0.515 1.4 1.3 0.7 -0.001
H 2.356 -1.242 0.735 0.9 -0.4 -0.2 0.001
H 1.139 -1.100 2.000 0.2 0.5 -0.7 -0.002
H 0.674 0.375 -1.992 -0.4 1.1 -1.1 0.000
H 0.450 -1.231 -1.583 -1.9 -3.0 -0.5 -0.007
H 1.974 -0.562 -1.574 2.3 -0.5 -0.2 -0.001
H 1.807 1.295 1.442 0.4 0.2 2.0 -0.003
H 2.673 0.916 0.021 1.4 -0.7 -0.3 0.000
H 1.601 2.145 0.034 -1.1 1.3 -0.9 -0.002
H -0.764 0.026 1.598 0.3 0.1 -2.7 -0.036
H -3.910 -1.242 0.361 0.1 0.4 -0.1 -0.009
```
Positions in Å, forces in eV/Å.

=====

2.
# CH21O9

9 unconnected molecules or ions with the total composition CH21O9 at a distorted geometry (ωB97M-V/def2-TZVPD, the OMol25 dataset).

Results
charge = +2
spin multiplicity = 2
largest force on an atom = 0.0660 Eh/bohr
HOMO level (alpha / beta) = -16.391 / -16.385 eV
relative energy (zero: lowest compared OMol25 entry of this formula, charge and spin) = 0.000 eV
LUMO energy (alpha / beta) = -8.4 / -12.2 eV
frontier orbital gap (alpha / beta) = 7.98 / 4.23 eV

Geometry as XYZ:
```
31
Properties=species:S:1:pos:R:3:forces:R:3:mulliken_spin:R:1
O -1.800 -2.261 1.631 -0.9 -0.6 0.2 0.000
H -1.681 -2.373 2.577 -0.3 -0.2 1.0 0.000
H -1.233 -1.574 1.274 0.7 1.8 -0.8 -0.004
H -1.619 -3.077 1.159 -0.2 -1.1 -0.5 0.000
O 1.991 -1.225 2.230 -1.1 -2.0 0.1 0.000
H 1.643 -1.489 3.085 0.1 -0.2 0.8 0.000
H 1.293 -0.853 1.686 -1.0 0.6 -0.9 -0.006
H 2.764 -0.660 2.305 2.8 1.9 0.2 0.002
C 0.226 0.727 -0.095 -0.1 -0.2 2.1 0.040
O -0.231 -0.358 0.695 0.3 0.4 -0.6 0.831
H -0.539 1.494 -0.216 -0.4 0.0 -0.1 0.024
H 1.071 1.132 0.462 0.3 0.3 -0.7 0.008
H 0.492 0.361 -1.086 0.3 -0.3 -0.4 0.068
O 0.884 -2.667 -0.723 -0.4 0.1 0.1 0.029
H 0.574 -1.884 -0.268 0.0 0.2 -0.1 -0.009
H 1.050 -3.300 -0.025 0.4 -0.6 0.0 -0.001
O -1.044 3.886 -2.195 -0.2 -0.4 0.3 0.001
H -0.275 3.324 -2.104 0.2 0.1 -0.2 0.000
H -0.704 4.700 -2.567 0.0 0.4 -0.2 0.000
O -2.390 -0.155 -2.539 0.3 0.1 0.1 0.000
H -2.889 -0.939 -2.309 -0.3 -0.3 -0.2 0.000
H -1.909 0.067 -1.742 -0.1 0.2 0.2 -0.002
O 0.544 -0.090 -3.659 0.4 -0.1 0.3 0.014
H 0.141 -0.332 -2.825 -0.5 -0.4 -0.2 -0.001
H 0.814 0.821 -3.540 0.1 0.4 -0.4 -0.001
O 3.915 0.501 2.255 -1.0 -0.4 -0.2 0.000
H 4.833 0.697 2.441 0.5 -0.3 0.2 0.000
H 3.582 1.292 1.831 0.0 0.5 -0.1 0.000
O -3.078 1.661 1.041 0.6 -0.3 0.4 0.007
H -3.932 1.278 0.841 -0.5 0.1 -0.1 0.000
H -2.491 1.294 0.380 -0.2 0.1 -0.4 0.000
```
Positions in Å, forces in eV/Å.

=====

3.
# C3H12N2O2

4 unconnected molecules or ions with the total composition C3H12N2O2 at a distorted geometry (ωB97M-V/def2-TZVPD, the OMol25 dataset).

Results
largest force on an atom = 0.0435 Eh/bohr
HOMO level = -8.258 eV
relative energy (zero: lowest compared OMol25 entry of this formula, charge and spin) = 6.195 eV
LUMO energy = -2.2 eV
frontier orbital gap = 6.02 eV

Geometry as XYZ:
```
19
Properties=species:S:1:pos:R:3:forces:R:3:nbo_charge:R:1
C 2.088 -0.726 -0.908 0.0 -0.8 0.8 -0.746
C 1.010 -0.167 -0.077 1.1 1.2 -1.6 0.369
C -0.010 -1.094 0.401 0.2 -0.4 0.8 0.173
N -0.914 -0.588 1.143 -1.6 -0.8 -1.2 -0.618
N 0.830 1.108 0.003 0.2 -1.4 0.5 -0.601
H 2.028 -0.282 -1.900 0.3 0.1 0.0 0.248
H 3.075 -0.670 -0.445 0.0 0.2 -0.1 0.241
H 1.729 -1.760 -0.964 0.9 -0.3 -0.8 0.345
H -0.075 -2.138 0.065 1.0 -0.4 -0.4 0.328
H -1.200 0.383 0.839 -0.9 1.5 0.5 0.446
H -1.714 -1.206 1.093 -0.4 -0.1 1.1 0.405
H -0.211 1.470 0.210 -1.0 1.3 0.1 0.449
H 1.614 1.635 -0.352 -0.2 0.5 -0.2 0.407
H -0.067 -3.471 -1.887 0.1 -0.1 -0.1 0.446
H -2.862 3.434 2.383 0.1 0.0 0.0 -0.048
O 0.498 -2.852 -1.416 -0.7 0.1 0.3 -1.215
H -2.351 3.069 1.975 -0.2 0.1 0.1 0.039
H -1.848 2.128 -0.503 -0.2 -0.2 -0.1 0.467
O -1.622 1.727 0.339 1.3 -0.4 0.2 -1.135
```
Positions in Å, forces in eV/Å.

=====

Number 1: E_tot -9974.9610 eV. Number 2: E_tot -19782.5069 eV. Number 3: E_tot -10375.3547 eV.